{"formula": "C18H34O3", "method": "wB97M-V/def2-TZVPD", "elements": ["C", "C", "C", "C", "C", "C", "C", "C", "C", "C", "C", "C", "C", "C", "C", "C", "C", "O", "C", "O", "O", "H", "H", "H", "H", "H", "H", "H", "H", "H", "H", "H", "H", "H", "H", "H", "H", "H", "H", "H", "H", "H", "H", "H", "H", "H", "H", "H", "H", "H", "H", "H", "H", "H", "H"], "positions_angstrom": [[4.3824, -3.9313, -0.8159], [3.1998, -2.9995, -1.0523], [3.4120, -1.5998, -0.4738], [3.5836, -1.5475, 1.0464], [2.4180, -2.1258, 1.8508], [1.0951, -1.4196, 1.5666], [-0.0151, -1.8533, 2.5215], [-1.3088, -1.0742, 2.2812], [-1.9471, -1.3999, 0.9644], [-2.8824, -0.6706, 0.3627], [-3.4512, 0.6111, 0.8897], [-4.2232, 1.3968, -0.1722], [-3.3305, 1.9772, -1.2724], [-2.5276, 3.1863, -0.7945], [-1.6504, 3.8156, -1.8782], [-0.5388, 2.9295, -2.4430], [0.5679, 2.5763, -1.4254], [1.0588, 3.7048, -0.7571], [0.0880, 1.5486, -0.4178], [0.1139, 1.7518, 0.7738], [-0.3364, 0.4268, -0.9697], [5.2998, -3.4839, -1.1926], [4.5108, -4.1392, 0.2432], [4.2270, -4.8776, -1.3297], [2.2978, -3.4437, -0.6282], [3.0375, -2.9010, -2.1288], [4.3070, -1.1676, -0.9292], [2.5682, -0.9694, -0.7629], [3.7164, -0.5009, 1.3329], [4.4971, -2.0771, 1.3236], [2.6544, -2.0216, 2.9131], [2.3146, -3.1933, 1.6462], [1.2403, -0.3411, 1.6612], [0.7903, -1.6354, 0.5406], [0.3133, -1.6842, 3.5493], [-0.2034, -2.9242, 2.4075], [-1.0980, -0.0030, 2.3431], [-2.0220, -1.3044, 3.0798], [-1.6397, -2.3363, 0.5150], [-3.3044, -1.0201, -0.5708], [-4.1300, 0.3737, 1.7159], [-2.6554, 1.2290, 1.3116], [-4.7668, 2.2120, 0.3110], [-4.9634, 0.7331, -0.6262], [-2.6596, 1.1968, -1.6336], [-3.9589, 2.2874, -2.1112], [-1.9119, 2.9122, 0.0605], [-3.2285, 3.9506, -0.4475], [-2.2874, 4.1204, -2.7123], [-1.1851, 4.7153, -1.4699], [-0.0609, 3.4752, -3.2581], [-0.9393, 1.9994, -2.8452], [1.3954, 2.1079, -1.9825], [0.8605, 3.5884, 0.1859], [-0.7237, -0.1807, -0.2965]], "largest_force_ev_per_a": 0.51, "e_above_lowest_ev": 0.774, "total_energy_ha": -931.99964, "homo_lumo_gap_ha": 0.3848, "spin_multiplicity": 1, "homo_energy_ev": -9.577, "total_charge": 0, "smiles": "CCCCCCCC/C=C\\CCCCCC[C@@H](O)C(=O)O"}